(1)
{
  "formula": "C4H10N2O",
  "method": "ωB97M-V with the def2-TZVPD basis set",
  "lumo_ev": 0.3,
  "e_homo_ev": -8.84,
  "species": ["C", "C", "C", "C", "N", "N", "O", "H", "H", "H", "H", "H", "H", "H", "H", "H", "H"],
  "coordinates": [[-0.1582, 0.1635, 0.0595], [1.2457, -0.0543, 0.6581], [-0.3562, -0.0550, -1.4334], [-0.8752, -1.2481, 0.8083], [-0.8468, 1.2817, 0.6404], [1.7434, 1.0573, -0.1374], [2.6765, 0.8334, -0.9023], [-0.2851, 2.1246, 0.6194], [-1.7245, 1.4718, 0.1716], [1.2490, 0.2420, 1.7072], [1.7102, -1.0113, 0.4135], [-1.4087, -0.2167, -1.6615], [-0.0338, 0.8318, -1.9800], [0.2261, -0.9054, -1.7798], [-0.4885, -2.1468, 0.3395], [-1.9306, -1.1200, 0.5917], [-0.7434, -1.2485, 1.8852]]
}

=====

(2)
{
  "formula": "C4H10N2O",
  "method": "ωB97M-V with the def2-TZVPD basis set",
  "lumo_ev": 0.8,
  "e_homo_ev": -8.11,
  "species": ["C", "C", "N", "N", "C", "C", "O", "H", "H", "H", "H", "H", "H", "H", "H", "H", "H"],
  "coordinates": [[0.8736, 0.2626, -0.5548], [-1.0792, 1.1378, -1.6715], [0.4602, -0.9614, 0.1476], [-0.0538, 1.3923, -0.6689], [0.1280, -1.0362, 1.4824], [0.3345, -0.1460, 2.4601], [-0.1190, -1.9083, -0.7022], [0.5896, -2.5704, -0.8030], [-0.5070, 1.4475, 0.2414], [1.7640, 0.6412, -0.0369], [1.2452, -0.0084, -1.5527], [-0.3718, -1.9716, 1.7257], [-2.0290, 1.5682, -1.3374], [-0.8091, 1.6285, -2.6114], [-1.2564, 0.0774, -1.8719], [0.8251, 0.8031, 2.2816], [0.0050, -0.3564, 3.4718]]
}

=====

(3)
{
  "formula": "C4H10N2O",
  "method": "ωB97M-V with the def2-TZVPD basis set",
  "lumo_ev": 0.9,
  "e_homo_ev": -9.26,
  "species": ["C", "N", "C", "C", "C", "N", "O", "H", "H", "H", "H", "H", "H", "H", "H", "H", "H"],
  "coordinates": [[-2.1045, 0.4134, -1.0010], [-1.0134, -0.4100, -1.1328], [1.3912, -0.0776, -0.9026], [0.1309, -0.5559, -0.2226], [-0.1013, 0.1950, 1.0868], [1.0265, -0.1427, 1.9952], [-2.2265, 1.3797, -0.2935], [-2.9227, 0.0510, -1.6540], [-0.8928, -0.7654, -2.0654], [2.2296, -0.3736, -0.2874], [1.4417, 0.9971, -0.9587], [1.4163, -0.5780, -1.8669], [0.2665, -1.6049, -0.0249], [0.0047, 1.2307, 0.7718], [-1.0347, -0.0536, 1.5841], [0.6655, -0.2923, 2.9290], [1.7230, 0.5873, 2.0429]]
}

=====

(4)
{
  "formula": "C4H10N2O",
  "method": "ωB97M-V with the def2-TZVPD basis set",
  "lumo_ev": 0.8,
  "e_homo_ev": -8.44,
  "species": ["C", "C", "C", "N", "C", "O", "N", "H", "H", "H", "H", "H", "H", "H", "H", "H", "H"],
  "coordinates": [[-1.0067, 0.0427, 0.3733], [1.3077, -1.0415, 0.0403], [-1.0103, 0.1372, 1.8788], [0.4312, 0.0713, -0.3229], [0.4293, 0.4486, -1.6901], [0.8494, 1.2688, 0.2149], [-0.5306, 1.0823, -2.2101], [-0.3806, 1.3121, -3.1869], [1.3432, 0.1315, -2.1979], [-1.5420, 0.8643, -0.0956], [-1.4120, -0.9073, 0.0204], [0.9640, -1.9536, -0.4472], [2.3258, -0.7927, -0.2615], [1.3173, -1.1585, 1.1218], [-2.0443, 0.1658, 2.2255], [-0.5331, -0.7213, 2.3478], [-0.5083, 1.0502, 2.1893]]
}

=====

(5)
{
  "formula": "C4H10N2O",
  "method": "ωB97M-V with the def2-TZVPD basis set",
  "lumo_ev": 0.9,
  "e_homo_ev": -9.23,
  "species": ["C", "C", "N", "C", "C", "N", "O", "H", "H", "H", "H", "H", "H", "H", "H", "H", "H"],
  "coordinates": [[2.0190, -0.6316, -1.3368], [1.1491, 0.6032, -1.2097], [0.3277, 0.9525, -0.1487], [0.0704, 0.0887, 0.9503], [-1.5015, 0.2180, 1.2346], [-2.1248, -0.8145, 0.3107], [1.3205, 1.3683, -2.1027], [1.5608, -1.2207, -2.1440], [3.0326, -0.4658, -1.2796], [1.8293, -1.1716, -0.4000], [0.0940, 1.9812, -0.0333], [0.3079, -0.9897, 0.9267], [0.6973, 0.4644, 1.8715], [-1.7382, -0.1080, 2.2543], [-1.8938, 1.1736, 1.1331], [-2.0115, -0.3949, -0.6023], [-3.1388, -1.0532, 0.5758]]
}

=====

(6)
{
  "formula": "C4H10N2O",
  "method": "ωB97M-V with the def2-TZVPD basis set",
  "lumo_ev": 1.0,
  "e_homo_ev": -7.72,
  "species": ["C", "C", "C", "C", "N", "N", "O", "H", "H", "H", "H", "H", "H", "H", "H", "H", "H"],
  "coordinates": [[-0.8482, 1.3448, -0.0891], [-1.6830, 0.0334, 0.0491], [0.5730, 0.9338, -0.3937], [1.4967, -1.4744, 0.4706], [-0.8078, -0.9804, 0.5741], [0.3507, -0.9183, -0.1817], [1.0654, 1.1187, -1.6515], [-1.2557, 1.9666, -0.8848], [-0.8919, 1.9043, 0.8454], [-2.5519, 0.1590, 0.6925], [-2.0087, -0.2955, -0.9403], [1.3253, 1.2232, 0.3332], [1.6069, -1.1456, 1.5185], [1.4107, -2.5644, 0.4609], [2.3800, -1.1824, -0.0956], [-0.6276, -0.8280, 1.5754], [0.4661, 0.7053, -2.2829]]
}

=====

(7)
{
  "formula": "C4H10N2O",
  "method": "ωB97M-V with the def2-TZVPD basis set",
  "lumo_ev": 0.8,
  "e_homo_ev": -9.53,
  "species": ["O", "C", "N", "C", "C", "C", "N", "H", "H", "H", "H", "H", "H", "H", "H", "H", "H"],
  "coordinates": [[2.6565, -1.2709, -1.9157], [1.6898, -1.0618, -1.2114], [0.4832, -0.7261, -1.7543], [-0.6837, -0.3526, -1.0033], [-0.7072, -0.4342, 0.5395], [0.1492, 0.6708, 1.1818], [-0.5253, 1.8491, 1.7699], [1.6098, -1.1979, -0.1228], [0.4652, -0.7367, -2.7487], [-0.8920, 0.7119, -1.2534], [-1.6111, -0.7805, -1.4190], [-0.2689, -1.4023, 0.7682], [-1.7282, -0.1996, 0.8382], [0.8004, 1.1614, 0.4508], [0.8136, 0.1437, 1.8716], [-1.4083, 2.0734, 1.3123], [-0.8430, 1.5523, 2.6962]]
}

=====

(8)
{
  "formula": "C4H10N2O",
  "method": "ωB97M-V with the def2-TZVPD basis set",
  "lumo_ev": 0.9,
  "e_homo_ev": -9.26,
  "species": ["C", "C", "C", "C", "N", "O", "N", "H", "H", "H", "H", "H", "H", "H", "H", "H", "H"],
  "coordinates": [[1.2676, -0.7953, -0.3105], [0.5968, 0.0438, 0.7973], [-0.4363, 1.0902, 0.2861], [-1.6038, 0.3036, -0.3217], [-2.4617, -0.2394, 0.6153], [-1.6114, -0.0304, -1.4774], [2.3797, -0.0555, -0.9094], [0.4883, -1.0873, -1.0209], [1.5998, -1.6979, 0.2043], [0.1389, -0.6330, 1.5199], [1.3544, 0.6219, 1.3328], [-0.8107, 1.6446, 1.1461], [-0.0193, 1.6019, -0.5756], [-3.0962, -0.9359, 0.2960], [-2.7895, 0.2820, 1.3976], [2.0053, 0.5830, -1.5953], [2.9983, -0.6962, -1.3846]]
}

=====

(9)
{
  "formula": "C4H10N2O",
  "method": "ωB97M-V with the def2-TZVPD basis set",
  "lumo_ev": [-0.7, -0.7],
  "e_homo_ev": [-8.72, -8.72],
  "species": ["C", "C", "C", "N", "C", "O", "N", "H", "H", "H", "H", "H", "H", "H", "H", "H", "H"],
  "coordinates": [[-0.4884, -0.6264, -0.5797], [-0.5799, -1.9451, 0.1565], [1.2026, 1.4730, -0.7295], [-1.5378, 0.2390, -0.5730], [0.7174, 0.4549, 0.2622], [-0.8348, 1.2482, 0.9587], [1.4444, -0.0235, 1.1668], [-0.8463, 2.2092, 0.8220], [-2.2605, -0.0492, 0.0851], [-0.0103, -0.6859, -1.5585], [0.9915, -0.6073, 1.8604], [0.4025, -2.4164, 0.2227], [-0.9583, -1.7939, 1.1706], [-1.2545, -2.6324, -0.3592], [2.0023, 1.0280, -1.3250], [1.6089, 2.3304, -0.1911], [0.4011, 1.7975, -1.3891]]
}

=====

(10)
{
  "formula": "C4H10N2O",
  "method": "ωB97M-V with the def2-TZVPD basis set",
  "lumo_ev": 0.9,
  "e_homo_ev": -9.51,
  "species": ["C", "N", "C", "C", "N", "C", "O", "H", "H", "H", "H", "H", "H", "H", "H", "H", "H"],
  "coordinates": [[-1.1806, 1.7586, -2.1030], [-0.9944, 0.8134, -1.2123], [-0.2826, 1.2102, 0.0604], [-0.0627, 0.0131, 1.0414], [0.5458, -1.2060, 0.3298], [1.2412, -2.2658, 1.1059], [-0.6017, 2.8886, -2.0574], [-2.0676, 1.5630, -2.7524], [-1.2593, -0.1418, -1.4340], [0.8306, 1.6421, -0.2700], [-0.8526, 2.0786, 0.4677], [-1.0715, -0.2448, 1.2887], [0.3805, 0.5336, 1.9374], [1.3311, -0.8105, -0.3004], [0.6436, -2.5210, 2.0313], [1.0998, -3.2343, 0.4288], [2.3006, -2.0770, 1.4381]]
}

=====

(11)
{
  "formula": "C4H10N2O",
  "method": "ωB97M-V with the def2-TZVPD basis set",
  "lumo_ev": 0.9,
  "e_homo_ev": -8.66,
  "species": ["C", "N", "C", "O", "N", "C", "C", "H", "H", "H", "H", "H", "H", "H", "H", "H", "H"],
  "coordinates": [[-0.1520, 1.5023, 0.3589], [-2.1530, -0.1061, -1.2683], [-1.3070, -0.9644, -1.5202], [-0.5976, -1.8257, -1.8656], [0.2777, 0.0755, 0.1475], [1.6743, -0.0636, -0.2826], [0.0329, -0.7780, 1.3088], [0.3216, 1.8894, 1.2705], [0.1712, 2.1231, -0.4917], [-1.2425, 1.6965, 0.4763], [-3.0365, -0.2024, -1.7460], [2.3956, 0.2712, 0.4869], [1.8336, 0.5259, -1.1895], [1.9103, -1.1133, -0.5295], [-1.0247, -0.7112, 1.5760], [0.2595, -1.8329, 1.0797], [0.6368, -0.4864, 2.1888]]
}

=====

(12)
{
  "formula": "C4H10N2O",
  "method": "ωB97M-V with the def2-TZVPD basis set",
  "lumo_ev": 0.9,
  "e_homo_ev": -8.69,
  "species": ["O", "C", "C", "C", "N", "C", "N", "H", "H", "H", "H", "H", "H", "H", "H", "H", "H"],
  "coordinates": [[0.8083, -2.1686, 1.5920], [-0.1093, -1.4671, 1.1656], [-0.2804, -0.9475, -0.2672], [-1.6402, -1.3138, -1.0910], [-0.2424, 0.5380, -0.2462], [0.9664, 1.2735, -0.2803], [1.0738, 2.1670, 0.8681], [-0.8343, -0.8826, 1.6986], [0.6123, -1.1984, -0.9133], [-2.1767, -2.0969, -0.5492], [-1.1789, -1.4509, -2.1452], [-2.3962, -0.5085, -0.9779], [-0.8400, 0.9558, 0.4688], [1.8295, 0.5910, -0.4257], [0.9434, 1.8492, -1.2366], [1.7985, 2.9782, 0.6562], [1.6662, 1.6817, 1.6834]]
}

=====

Values of E_tot, in order: -9334.561; -9335.060; -9337.642; -9334.282; -9336.827; -9335.689; -9337.232; -9338.153; -9333.160; -9336.312; -9337.196; -9335.685, all in eV.
Values of ΔE to the lowest compared entry with this formula, charge and spin, in order: 102.08; 90.56; 31.03; 108.50; 49.82; 76.06; 40.49; 19.25; 134.39; 61.70; 41.31; 76.15, all in kcal per mole.